{"formula": "C3H7NO2", "method": "wB97M-V/def2-TZVPD", "smiles": "[H]/N=C(/C)O.C=O", "max_force_ha_per_bohr": 0.0896, "gap_ev": 10.015, "energy_ha": -323.68025, "multiplicity": 1, "charge": 0, "lumo_ev": 0.5, "symbols": ["H", "N", "C", "C", "O", "H", "H", "H", "H", "C", "O", "H", "H"], "coordinates": [[-0.03615, 2.09210, -0.68870], [0.28026, 1.16699, -1.00152], [0.49808, 0.43812, 0.06622], [1.35790, -0.78365, 0.03978], [0.40355, 1.08175, 1.26016], [1.05648, -1.46256, 0.84179], [2.40440, -0.50995, 0.19152], [1.23982, -1.29485, -0.91715], [0.61047, 0.49207, 2.00082], [-1.88055, -0.31876, -0.43289], [-2.26875, -1.32154, -1.02189], [-1.82943, 0.68297, -1.00257], [-1.83608, -0.26269, 0.66443]], "atomic_forces_ev_per_a": [[-0.11, -0.24, -0.10], [0.49, -1.86, 1.99], [2.16, 3.36, -2.29], [-0.90, -0.71, -0.05], [-0.44, -0.48, 0.85], [0.11, -0.14, -0.06], [-0.16, 0.14, -0.04], [0.10, 0.07, 0.14], [-0.03, 0.11, -0.22], [-2.84, 0.19, -2.44], [1.23, 1.21, 1.19], [-0.17, -1.47, 0.93], [0.55, -0.19, 0.10]], "lowdin_charge": [0.072, 0.118, -0.580, -0.019, 0.038, 0.084, 0.095, 0.093, 0.112, -0.176, -0.020, 0.094, 0.088]}

{"formula": "C3H7NO2", "method": "wB97M-V/def2-TZVPD", "smiles": "CC(C)(O)N=O", "max_force_ha_per_bohr": 0.0824, "gap_ev": 9.726, "energy_ha": -323.62784, "multiplicity": 1, "charge": 0, "lumo_ev": -0.2, "symbols": ["C", "C", "C", "O", "N", "O", "H", "H", "H", "H", "H", "H", "H"], "coordinates": [[-0.43805, 1.31476, -0.44285], [0.29185, 0.13132, 0.25996], [-0.76261, -1.12669, 0.00667], [0.77555, 0.25630, 1.55441], [1.28311, -0.37375, -0.63908], [2.36950, -0.60949, -0.14730], [-0.65852, 0.91157, -1.50623], [-1.42208, 1.46014, 0.10145], [0.06720, 2.29956, -0.61924], [-0.32369, -2.00934, -0.31418], [-1.61745, -0.82472, -0.63392], [-1.33254, -1.27798, 0.96805], [1.76771, -0.15168, 1.41226]], "atomic_forces_ev_per_a": [[-0.84, -0.15, -1.07], [-1.86, -1.01, -0.07], [-2.17, 2.71, 2.43], [2.16, -0.92, -1.28], [2.07, 0.05, -1.17], [-1.02, 0.11, 0.01], [0.19, 0.75, 1.77], [1.18, 0.01, -0.72], [-0.04, -1.01, 0.77], [0.86, -1.58, -0.53], [1.03, -0.14, -0.20], [1.11, -0.04, -0.54], [-2.66, 1.23, 0.59]], "lowdin_charge": [-0.032, -0.623, 0.004, -0.029, 0.005, 0.019, 0.103, 0.101, 0.086, 0.041, 0.075, 0.100, 0.150]}

{"formula": "C3H7NO2", "method": "wB97M-V/def2-TZVPD", "smiles": "C=C(N)OCO", "max_force_ha_per_bohr": 0.0115, "gap_ev": 9.149, "energy_ha": -323.70422, "multiplicity": 1, "charge": 0, "lumo_ev": 0.9, "symbols": ["C", "C", "N", "O", "C", "O", "H", "H", "H", "H", "H", "H", "H"], "coordinates": [[0.51227, -0.90684, -1.21869], [0.39933, 0.34630, -0.76958], [1.25734, 1.39510, -1.05617], [-0.68474, 0.70576, -0.02875], [-1.19032, -0.28794, 0.88152], [-1.02287, 0.23848, 2.15282], [1.42098, -1.28308, -1.65771], [-0.37160, -1.53069, -1.19942], [2.12398, 1.09363, -1.48009], [1.38078, 2.12108, -0.36453], [-2.23945, -0.44276, 0.59823], [-0.66509, -1.25245, 0.86020], [-1.11651, 1.18838, 2.00114]], "atomic_forces_ev_per_a": [[0.07, -0.05, -0.21], [0.14, -0.39, -0.13], [-0.02, -0.09, 0.14], [0.14, -0.20, 0.01], [-0.13, -0.05, -0.26], [-0.20, 0.33, 0.13], [-0.01, 0.07, -0.23], [0.31, -0.16, 0.07], [-0.18, 0.13, -0.01], [-0.13, -0.25, 0.10], [0.05, 0.14, 0.20], [0.03, 0.52, -0.28], [-0.07, 0.01, 0.48]], "lowdin_charge": [0.025, -0.495, 0.126, -0.028, -0.274, -0.009, 0.051, 0.059, 0.097, 0.096, 0.133, 0.120, 0.099]}

{"formula": "C3H7NO2", "method": "wB97M-V/def2-TZVPD", "max_force_ha_per_bohr": 0.0356, "gap_ev": [8.743, 7.849], "energy_ha": -323.48634, "multiplicity": 1, "charge": 0, "lumo_ev": [-1.0, -1.7], "symbols": ["C", "C", "O", "C", "O", "N", "H", "H", "H", "H", "H", "H", "H"], "coordinates": [[-1.67826, 0.57547, -0.37878], [-0.29795, -0.41658, 0.44504], [0.09731, -1.75797, 0.59636], [0.63722, 0.48996, -0.27216], [0.55686, 1.70764, -0.30501], [1.42071, -0.09209, -1.26459], [-1.72741, 1.42562, 0.32591], [-2.52490, -0.07830, -0.29964], [-1.66580, 1.06777, -1.38290], [-0.74421, -0.23506, 1.41654], [0.65248, -2.08941, -0.12624], [2.93311, -0.76160, 0.65981], [2.37847, 0.21522, -1.18146]], "atomic_forces_ev_per_a": [[-0.11, -1.05, 0.40], [-1.08, 1.38, -0.54], [-0.73, 0.30, -1.14], [0.17, 0.71, 0.09], [0.81, 0.05, 0.49], [-0.05, -0.93, 0.38], [0.09, -0.83, -0.11], [-0.65, -0.14, 0.09], [0.82, -1.13, 0.56], [0.73, 0.87, 0.09], [-0.28, 0.37, -0.14], [-0.03, -0.09, -0.04], [0.32, 0.49, -0.14]], "lowdin_charge": [0.020, -0.213, -0.031, -0.627, 0.042, 0.231, 0.065, 0.036, 0.078, 0.133, 0.082, 0.160, 0.026]}